[1]
DFT (ωB97M-V/def2-TZVPD) results for a molecular structure, C44H34N6PSeV.

Multiplicity = 3
Molar mass = 807.68 g/mol
Relative energy (zero: lowest compared OMol25 entry of this formula, charge and spin) = 72.12 kcal per mole
Max |F| = 3.1 eV Å⁻¹
LUMO level (alpha / beta) = -5.77 / -6.07 eV
Total energy = -155429.689 eV
Orbital gap (alpha / beta) = 6.860 / 6.465 eV
Charge = +2

XYZ file:
```
87
Properties=species:S:1:pos:R:3:forces:R:3
V 0.34286 -0.83036 -0.60847 0.771 0.468 0.190
C 2.24042 -1.19037 2.88427 -0.032 0.094 -0.169
C 1.50535 -2.40461 2.42588 0.168 0.065 0.376
C 1.70999 -3.59649 3.12506 -0.247 -0.059 -0.210
C 0.99402 -4.72395 2.77844 0.152 0.312 0.023
C 0.05595 -4.60592 1.76904 -0.145 0.363 -0.251
C -0.10416 -3.37817 1.12400 0.308 -0.620 0.680
N 0.64211 -2.30161 1.41516 -0.322 0.043 -0.743
C -1.07920 -3.25611 0.04002 -0.539 -0.469 -0.009
C -2.15321 -4.14149 -0.05564 0.052 0.211 -0.101
C -2.95409 -4.13454 -1.18442 0.373 0.155 -0.020
C -2.58989 -3.30765 -2.23318 0.207 0.141 0.166
C -1.53208 -2.42392 -2.04684 -0.529 -0.294 -0.194
N -0.85560 -2.31022 -0.89142 -1.688 -2.520 -0.538
C -1.11833 -1.49372 -3.09448 -0.068 0.102 -0.941
C -1.21783 -1.79908 -4.44715 0.038 -0.020 0.463
C -0.86117 -0.82988 -5.37193 0.026 0.230 0.254
C -0.56935 0.43587 -4.90165 -0.051 -0.309 0.076
C -0.53976 0.68372 -3.52794 -0.093 0.239 -0.398
C -0.51501 2.10103 -3.06994 0.116 -0.043 0.124
N -0.68691 -0.30545 -2.63731 0.018 -0.418 0.315
H 2.16735 -1.10835 3.96753 0.024 0.049 0.017
H 1.79531 -0.31071 2.43641 0.050 0.023 0.144
H 3.29749 -1.24896 2.62604 0.112 0.030 -0.015
H 2.42111 -3.60947 3.93625 0.085 -0.013 0.049
H 1.15144 -5.66555 3.28145 -0.002 -0.068 0.050
H -0.52194 -5.46377 1.47084 -0.062 -0.067 -0.052
H -2.37137 -4.82246 0.74987 0.042 -0.009 0.091
H -3.80815 -4.78640 -1.26347 -0.112 -0.086 0.006
H -3.14424 -3.30890 -3.15798 0.025 0.039 -0.087
H -1.54209 -2.77538 -4.76490 -0.019 -0.151 -0.016
H -0.86546 -1.04640 -6.42760 -0.027 -0.012 -0.136
H -0.39093 1.25315 -5.58224 0.006 0.099 -0.061
H -1.36056 2.61765 -3.52490 -0.072 0.015 0.044
H 0.38541 2.61656 -3.38992 0.063 0.057 0.023
H -0.61901 2.15485 -1.99148 -0.003 0.151 -0.002
C -5.26787 1.86879 -0.06412 0.036 0.007 0.020
C -4.54212 1.25743 -1.07501 -0.080 0.037 -0.034
C -3.22636 0.88776 -0.85893 0.086 -0.033 0.085
C -2.62825 1.14378 0.37277 0.158 -0.156 0.043
C -3.36299 1.74898 1.39159 0.093 -0.084 -0.119
C -4.67947 2.10871 1.16763 -0.005 0.049 0.031
P -0.87428 0.73841 0.63501 -0.984 1.293 0.854
C -0.78581 0.53216 2.44567 0.131 -0.072 -0.159
C -1.34386 -0.63585 2.96511 0.010 0.206 -0.040
C -1.26884 -0.89427 4.32131 -0.059 -0.062 -0.032
C -0.64779 0.01446 5.16711 0.019 0.066 0.024
C -0.12393 1.19187 4.65976 0.036 0.002 0.080
C -0.18392 1.45176 3.30078 -0.104 -0.053 -0.214
C 0.02051 2.28656 0.28079 -0.305 0.223 0.151
C -0.43917 3.52558 0.54925 0.027 -0.961 -0.039
C 0.32034 4.68531 0.18516 0.622 0.344 -0.319
C 1.43248 4.57669 -0.57725 -0.406 0.439 0.371
C 1.88986 3.30566 -1.05045 0.469 -0.612 -0.606
C 2.71041 3.15421 -2.12348 -0.432 0.583 0.787
C 2.89416 1.88654 -2.76711 -0.117 -0.906 -0.029
C 2.25484 0.76726 -2.36364 0.658 0.177 -0.545
C 1.44008 0.75255 -1.15176 -0.212 0.952 -1.214
C 1.36049 2.08100 -0.36856 -0.204 0.299 0.109
H -6.29350 2.15599 -0.23125 -0.122 0.025 -0.041
H -5.00609 1.07496 -2.03201 -0.046 -0.056 -0.098
H -2.65748 0.39681 -1.63713 -0.071 0.062 -0.009
H -2.90670 1.92620 2.35528 -0.029 0.030 0.074
H -5.24048 2.57994 1.95872 -0.110 0.048 0.071
H -1.85137 -1.31874 2.29166 0.005 -0.091 0.107
H -1.69968 -1.79709 4.72457 -0.067 -0.112 0.051
H -0.58716 -0.18465 6.22574 -0.023 -0.039 0.106
H 0.32852 1.91649 5.31931 0.053 0.036 0.089
H 0.22127 2.37820 2.91421 0.002 0.000 -0.011
H -1.39775 3.66457 1.03117 -0.100 -0.025 -0.010
H -0.05648 5.65088 0.47777 0.036 0.186 0.017
H 1.94877 5.45961 -0.91931 0.054 0.165 -0.059
H 3.16440 4.02252 -2.57646 0.005 0.165 -0.037
H 3.51741 1.86316 -3.64996 -0.005 -0.080 -0.094
H 2.35946 -0.15709 -2.92582 0.008 0.110 -0.086
Se 4.20078 -2.91216 -1.01094 -0.368 -0.108 -0.105
N 5.13101 -1.53478 -0.45354 0.694 0.998 0.496
C 4.34567 -0.54950 -0.09315 0.067 -0.992 -0.455
C 4.72408 0.79405 0.27990 0.048 0.488 0.230
C 3.77768 1.69349 0.56930 0.204 -0.425 -0.101
C 2.31945 1.36577 0.64242 0.098 0.794 0.737
N 1.97378 0.07726 0.00516 1.214 -0.052 1.184
C 2.96188 -0.85982 -0.22938 1.100 -1.655 -0.517
N 2.65751 -2.03209 -0.72750 -0.872 0.961 0.254
H 5.77455 1.03707 0.27936 0.098 0.128 0.030
H 4.04306 2.70801 0.82378 0.026 0.118 0.057
H 1.99047 1.46264 1.68908 0.042 -0.143 -0.232
```
Forces are in eV/Å.

[2]
DFT (ωB97M-V/def2-TZVPD) results for 5 unconnected molecules or ions with the total composition C3H14O7.

SMILES = O=C(O)CCO.O.O.O.O
Molar mass = 162.14 g/mol
Max |F| = 1.7 eV Å⁻¹
LUMO level = 0.38 eV
Total energy = -17671.363 eV
Orbital gap = 11.071 eV

XYZ file:
```
24
Properties=species:S:1:pos:R:3:forces:R:3
O -0.01432 0.76785 2.16072 0.074 -0.400 -0.153
C 0.03259 -0.21167 1.43777 -0.003 0.594 0.333
O 0.91564 -0.35242 0.46188 0.563 -0.810 -0.087
C -0.91116 -1.36627 1.57594 -0.705 -0.344 0.603
C -1.86313 -1.66661 0.41978 0.985 -1.084 -0.807
O -1.26482 -2.49028 -0.62511 -0.437 0.656 0.181
H 1.68299 0.29729 0.53006 -0.797 0.447 -0.058
H -1.55721 -1.22242 2.44175 0.088 0.670 0.044
H -0.36928 -2.26086 1.90752 0.208 -0.050 -0.587
H -2.20652 -0.77994 -0.12055 -0.160 -0.013 0.488
H -2.67818 -2.25006 0.85989 -0.178 0.324 -0.281
H -0.46697 -2.89031 -0.28892 0.269 -0.188 0.263
O -0.17009 2.86774 0.28881 0.337 0.646 -0.239
H -0.13497 2.34992 1.09359 -0.438 -0.363 0.542
H -0.58740 2.30309 -0.37688 -0.089 -0.189 -0.003
O 1.17421 -0.80098 -2.70483 -0.543 -0.879 0.585
H 1.39723 -0.84645 -1.75971 0.140 0.334 -0.156
H 0.55552 -1.55741 -2.74282 0.245 0.419 -0.363
O 2.35703 1.79051 0.39313 0.536 -0.003 0.299
H 1.54279 2.33061 0.37482 -0.270 0.155 -0.372
H 2.79287 2.06690 1.20772 0.149 -0.054 -0.085
O -0.46341 1.39264 -2.02234 0.561 -0.618 -0.592
H -0.08618 0.58182 -2.44876 -0.509 0.367 0.465
H 0.32275 1.94730 -2.06346 -0.026 0.384 -0.019
```
Forces are in eV/Å.

[3]
DFT (ωB97M-V/def2-TZVPD) results for a molecular structure, CHO3Rb.

Molar mass = 146.48 g/mol
Relative energy (zero: lowest compared OMol25 entry of this formula, charge and spin) = 33.90 kcal per mole
Max |F| = 6.7 eV Å⁻¹
LUMO level = -0.54 eV
Total energy = -7850.571 eV
Orbital gap = 7.776 eV

XYZ file:
```
6
Properties=species:S:1:pos:R:3:forces:R:3
Rb -0.66027 2.04529 0.85749 -4.339 3.669 3.573
O -0.82260 -0.44973 -0.08455 -3.754 0.541 0.295
C 0.45214 -0.17072 -0.27866 5.133 -0.875 0.080
O 1.25486 -1.09716 -0.31024 -0.308 -0.857 -0.285
O 0.78293 1.04954 -0.26474 2.608 -2.267 -3.431
H -1.00704 -1.37724 0.08069 0.660 -0.212 -0.231
```
Forces are in eV/Å.

[4]
DFT (ωB97M-V/def2-TZVPD) results for 13 unconnected molecules or ions with the total composition C5H36O13.

Molar mass = 304.33 g/mol
Relative energy (zero: lowest compared OMol25 entry of this formula, charge and spin) = 2.38 kcal per mole
Max |F| = 3.4 eV Å⁻¹
LUMO level = -0.32 eV
Total energy = -32386.058 eV
Orbital gap = 9.238 eV

XYZ file:
```
54
Properties=species:S:1:pos:R:3:forces:R:3
C 1.93863 3.31361 -1.31326 0.589 -1.549 -1.136
O 2.69379 2.09238 -1.12510 0.321 1.145 0.726
C 0.49650 2.93736 -1.64903 0.098 0.867 0.527
C -0.44268 2.70555 -0.44787 0.074 0.842 -2.390
C -1.68510 2.00245 -1.00770 1.148 -1.120 2.605
C -0.80688 4.07924 0.09794 -0.126 -0.675 0.468
H 2.43787 3.84379 -2.12188 -0.243 0.152 -0.427
H 2.15343 3.90563 -0.45515 -0.528 0.520 1.001
H 2.21087 1.33769 -1.44507 -0.091 -0.430 -0.256
H 0.56686 2.08581 -2.30666 -0.065 -0.647 -0.145
H -0.02594 3.67189 -2.26244 0.261 0.405 -0.112
H 0.04394 2.08988 0.26958 0.416 -0.524 0.807
H -2.15605 1.55803 -0.13809 -1.050 0.540 0.394
H -2.31067 2.68483 -1.52028 -0.692 0.234 -0.846
H -1.42084 1.05580 -1.44680 0.261 0.078 -1.291
H -1.25387 3.96642 1.05507 -0.575 -0.134 1.076
H -1.57850 4.53823 -0.50639 0.145 0.354 -0.428
H 0.03900 4.72565 0.27508 0.325 0.288 -0.359
H -2.77850 -0.04864 1.71527 -0.172 0.043 -0.342
H -3.12092 0.20230 3.12690 0.103 0.118 1.083
O -3.53605 0.15616 2.27413 0.116 -0.161 -0.707
H -0.78296 0.02214 4.53932 1.418 1.150 -0.301
H -1.50825 -1.18614 4.07468 0.176 -0.315 0.205
O -1.47658 -0.54546 4.79268 -1.709 -0.704 0.150
H -2.29386 0.10586 -3.84250 0.387 -0.074 -0.736
H -3.16022 0.60894 -2.82928 -0.352 0.766 -1.513
O -3.03993 0.71331 -3.81986 0.007 -0.694 2.287
H 1.64827 -0.55215 -2.38361 0.813 0.084 0.682
H 3.04748 -1.16338 -2.20120 -0.684 0.972 0.702
O 2.41637 -0.55214 -1.74077 -0.256 -1.339 -1.458
H 2.98731 -1.11894 1.36498 0.032 0.045 0.116
H 4.03330 -1.98545 2.08834 -0.196 0.105 -0.158
O 3.08777 -1.77893 2.06641 0.440 -0.050 -0.163
H 1.99709 -3.08974 0.84993 -0.479 -0.309 -0.108
H 1.99296 -4.22114 1.74358 0.425 -0.803 1.302
O 1.58919 -3.97428 0.93495 0.211 0.833 -1.088
H -1.17359 -3.95968 -2.21362 0.060 -1.591 0.597
H -1.62752 -2.55003 -2.05175 0.587 -0.697 -1.392
O -1.18412 -3.17395 -2.72017 -0.691 2.537 0.380
H -0.43835 -4.27897 0.55713 -0.939 0.582 0.374
H -0.09975 -3.60488 -0.58712 1.163 0.861 -1.413
O -0.87600 -3.65551 -0.06446 -0.390 -1.211 1.260
H 1.21716 -2.82289 3.99386 0.676 -1.212 0.205
H 1.13383 -1.35067 3.99190 0.045 0.612 -0.169
O 0.62263 -2.13160 3.77692 -0.794 0.502 -0.252
H 0.04253 -1.72100 -3.15086 -0.086 1.373 -0.869
H -0.11426 -0.76324 -4.40322 0.240 -0.142 0.222
O 0.22906 -0.78920 -3.49980 -0.332 -1.444 0.610
H -3.27582 -1.38043 -1.03251 -0.735 -0.482 0.458
H -1.96205 -1.81605 -0.21875 -0.591 -0.215 0.025
O -2.34597 -1.24986 -0.90628 1.292 0.413 -0.318
H 2.63881 0.94847 3.46853 1.004 1.809 -1.792
H 2.97553 -0.24661 4.30869 -1.038 0.841 -0.353
O 2.23503 0.35954 4.04560 -0.017 -2.551 2.263
```
Forces are in eV/Å.

Repeat the third record exactly.
DFT (ωB97M-V/def2-TZVPD) results for a molecular structure, CHO3Rb.

Molar mass = 146.48 g/mol
Relative energy (zero: lowest compared OMol25 entry of this formula, charge and spin) = 33.90 kcal per mole
Max |F| = 6.7 eV Å⁻¹
LUMO level = -0.54 eV
Total energy = -7850.571 eV
Orbital gap = 7.776 eV

XYZ file:
```
6
Properties=species:S:1:pos:R:3:forces:R:3
Rb -0.66027 2.04529 0.85749 -4.339 3.669 3.573
O -0.82260 -0.44973 -0.08455 -3.754 0.541 0.295
C 0.45214 -0.17072 -0.27866 5.133 -0.875 0.080
O 1.25486 -1.09716 -0.31024 -0.308 -0.857 -0.285
O 0.78293 1.04954 -0.26474 2.608 -2.267 -3.431
H -1.00704 -1.37724 0.08069 0.660 -0.212 -0.231
```
Forces are in eV/Å.

> Which of these has the lowest total energy?

C44H34N6PSeV

> Which formula does entry 2 have?

C3H14O7